# 1
Below is C33H77CaFO35P2S9Zr as an isolated structure at a distorted geometry, with properties calculated with ωB97M-V/def2-TZVPD.

CARTESIAN COORDINATES (ANGSTROEM)
Zr: 0.91 16.01 17.43
Ca: -2.21 13.32 17.79
P: 0.22 18.22 16.29
O: -0.21 19.59 15.70
O: 1.02 18.05 17.56
O: 1.11 17.14 15.67
O: -0.76 17.12 16.83
P: 0.62 13.46 17.35
O: -0.47 14.52 17.49
O: 1.32 14.26 18.49
O: 1.15 14.30 16.18
O: -0.36 12.25 17.50
O: 5.17 14.42 16.52
S: 4.18 15.44 16.03
O: 3.09 15.95 16.91
O: 4.96 16.75 15.49
C: 6.21 16.57 14.83
C: 6.17 17.35 13.52
C: 3.52 14.83 14.40
H: 6.45 15.53 14.63
H: 6.93 17.00 15.52
H: 7.05 17.20 12.90
H: 5.99 18.37 13.86
H: 5.42 17.15 12.76
H: 2.80 15.55 14.00
H: 2.99 13.92 14.68
H: 4.33 14.75 13.67
O: 4.12 23.19 14.31
S: 3.63 21.84 14.35
O: 4.05 20.85 13.34
O: 3.78 21.20 15.88
C: 3.46 19.84 16.07
C: 4.29 19.28 17.28
C: 1.75 21.95 14.28
H: 3.66 19.26 15.17
H: 2.38 19.77 16.15
H: 4.41 20.00 18.08
H: 5.34 19.11 17.03
H: 3.98 18.30 17.65
H: 1.65 22.56 13.38
H: 1.39 22.37 15.23
H: 1.49 20.91 14.11
O: -1.48 18.62 9.82
S: -0.99 18.05 11.10
O: -1.18 16.65 11.37
O: 0.69 18.31 11.24
C: 1.28 17.88 12.43
C: 2.77 17.87 12.29
C: -1.64 18.98 12.50
H: 0.96 16.86 12.67
H: 1.03 18.49 13.30
H: 2.98 18.79 11.75
H: 3.03 16.99 11.69
H: 3.31 17.97 13.23
H: -1.37 20.04 12.46
H: -1.20 18.63 13.43
H: -2.71 18.80 12.53
O: 2.36 16.57 19.40
S: 3.07 16.94 20.62
O: 2.99 18.28 21.20
O: 2.60 15.82 21.78
C: 1.30 15.75 22.12
C: 1.18 15.20 23.55
C: 4.85 16.37 20.38
H: 0.73 15.10 21.46
H: 0.82 16.73 22.09
H: 1.54 14.18 23.69
H: 0.17 15.08 23.93
H: 1.66 15.91 24.22
H: 4.83 15.29 20.20
H: 5.44 16.60 21.27
H: 5.22 16.80 19.45
O: -3.38 14.88 16.49
S: -4.26 15.82 15.84
O: -5.33 15.40 14.98
O: -4.91 16.83 17.02
C: -5.64 17.99 16.58
C: -6.65 18.41 17.68
C: -3.25 17.11 14.96
H: -6.16 17.80 15.64
H: -4.88 18.74 16.39
H: -7.45 17.68 17.83
H: -7.15 19.36 17.48
H: -6.05 18.49 18.59
H: -2.70 17.69 15.70
H: -3.85 17.76 14.33
H: -2.54 16.54 14.36
O: -1.92 13.07 22.47
S: -1.50 12.20 21.37
O: -1.76 12.65 20.00
O: 0.12 11.87 21.55
C: 0.74 11.07 20.50
C: 1.60 10.03 21.19
C: -2.24 10.53 21.61
H: 1.28 11.64 19.75
H: -0.01 10.43 20.04
H: 1.80 9.12 20.62
H: 1.05 9.72 22.08
H: 2.55 10.44 21.53
H: -3.31 10.70 21.52
H: -1.88 10.17 22.58
H: -2.01 9.88 20.77
O: -3.06 14.47 13.28
S: -2.09 13.49 13.83
O: -2.11 12.95 15.20
O: -2.09 12.14 12.85
C: -1.89 10.89 13.39
C: -0.46 10.63 13.75
C: -0.40 14.07 13.42
H: -2.07 10.13 12.63
H: -2.62 10.70 14.18
H: -0.34 9.62 14.14
H: -0.17 11.31 14.56
H: 0.20 10.72 12.89
H: -0.23 15.12 13.65
H: -0.36 13.95 12.34
H: 0.36 13.45 13.89
O: -0.11 23.23 19.52
S: 0.55 22.00 19.92
O: 1.57 22.05 21.01
O: -0.57 20.85 20.26
C: -0.10 19.66 20.90
C: -0.98 19.47 22.08
C: 1.24 21.19 18.43
H: 0.92 19.68 21.28
H: -0.10 18.77 20.27
H: -0.90 18.53 22.63
H: -2.04 19.58 21.89
H: -0.72 20.20 22.85
H: 0.52 20.64 17.82
H: 1.86 20.37 18.79
H: 1.84 21.92 17.89
O: -0.37 16.46 19.27
S: -1.79 16.33 19.71
O: -2.52 15.07 19.42
O: -1.79 16.65 21.34
C: -3.07 16.75 21.93
C: -2.74 16.48 23.45
C: -2.72 17.84 19.12
H: -3.71 15.93 21.59
H: -3.46 17.75 21.72
H: -3.68 16.32 23.98
H: -2.21 17.32 23.90
H: -2.13 15.59 23.62
H: -2.26 18.65 19.69
H: -3.75 17.62 19.37
H: -2.61 17.86 18.04
F: 7.73 11.75 20.00
C: 6.48 12.20 20.13
C: 5.92 12.29 21.38
C: 4.59 12.66 21.55
C: 3.81 12.84 20.41
C: 4.41 12.82 19.16
C: 5.73 12.49 19.02
H: 6.61 12.09 22.18
H: 4.13 12.72 22.53
H: 2.79 13.16 20.57
H: 3.72 12.90 18.33
H: 6.03 12.40 17.99

Orbital gap, eV: 7.00
Max |F|, eV/Å: 8.4

# 2
Below is C33H77FGaN4O3 as an isolated structure at a distorted geometry, with properties calculated with ωB97M-V/def2-TZVPD.

CARTESIAN COORDINATES (ANGSTROEM)
C: 2.16 0.15 -1.23
C: 1.67 -1.32 -1.18
C: 1.53 -1.90 -2.61
C: 0.04 -2.22 -2.87
Ga: 2.56 -3.63 -2.96
C: 2.20 -5.13 -1.61
C: 2.26 -4.73 -0.11
C: 3.67 -4.59 0.43
O: 4.08 -5.33 1.24
O: 4.46 -3.57 -0.03
C: 4.60 -3.26 -3.26
C: 4.89 -1.83 -3.43
O: 5.34 -1.17 -2.57
F: 4.64 -1.23 -4.62
H: 3.21 0.13 -1.52
H: 1.56 0.74 -1.94
H: 2.02 0.64 -0.26
H: 0.66 -1.28 -0.75
H: 2.38 -1.85 -0.54
H: 1.83 -1.15 -3.36
H: -0.30 -3.00 -2.17
H: -0.12 -2.60 -3.88
H: -0.59 -1.33 -2.71
H: 2.04 -4.20 -4.40
H: 2.88 -5.98 -1.79
H: 1.19 -5.50 -1.80
H: 1.85 -5.57 0.47
H: 1.65 -3.86 0.14
H: 4.72 -3.03 0.73
H: 5.23 -3.70 -2.48
H: 4.88 -3.76 -4.20
C: -0.95 0.88 5.64
C: -0.34 -0.23 4.79
N: 0.25 0.25 3.56
C: 0.57 -0.82 2.62
C: 1.63 -1.84 3.03
C: 1.26 1.28 3.69
C: 2.49 0.98 4.56
H: -1.67 1.46 5.07
H: -1.47 0.44 6.49
H: -0.19 1.56 6.04
H: -1.14 -0.93 4.54
H: 0.38 -0.79 5.40
H: 0.86 -0.38 1.66
H: -0.36 -1.37 2.41
H: 2.64 -1.43 2.97
H: 1.60 -2.69 2.35
H: 1.47 -2.23 4.04
H: 0.78 2.18 4.10
H: 1.59 1.58 2.70
H: 2.23 0.51 5.51
H: 3.01 1.91 4.80
H: 3.20 0.34 4.04
C: 3.28 2.86 -4.12
C: 2.78 2.21 -5.40
N: 1.33 2.08 -5.45
C: 0.87 1.21 -6.52
C: 1.13 1.63 -7.97
C: 0.58 3.31 -5.28
C: 0.85 4.46 -6.25
H: 2.90 2.34 -3.24
H: 4.37 2.83 -4.09
H: 2.98 3.91 -4.05
H: 3.21 1.21 -5.45
H: 3.17 2.77 -6.26
H: -0.20 1.03 -6.39
H: 1.33 0.23 -6.36
H: 0.47 2.44 -8.28
H: 0.94 0.79 -8.64
H: 2.17 1.94 -8.13
H: 0.76 3.68 -4.26
H: -0.49 3.08 -5.29
H: 1.91 4.63 -6.42
H: 0.44 5.39 -5.84
H: 0.37 4.31 -7.22
C: -4.58 3.71 -2.31
C: -4.06 5.03 -1.78
N: -2.61 5.14 -1.83
C: -2.09 6.26 -1.06
C: -2.46 7.68 -1.52
C: -2.00 4.93 -3.13
C: -2.45 5.83 -4.28
H: -4.11 2.87 -1.80
H: -5.66 3.64 -2.14
H: -4.41 3.60 -3.38
H: -4.38 5.12 -0.73
H: -4.55 5.85 -2.32
H: -1.00 6.18 -1.01
H: -2.43 6.15 -0.03
H: -1.91 7.97 -2.42
H: -2.20 8.40 -0.74
H: -3.53 7.79 -1.72
H: -2.19 3.89 -3.42
H: -0.92 4.99 -3.03
H: -3.53 5.95 -4.33
H: -2.13 5.39 -5.23
H: -1.99 6.82 -4.23
C: -1.45 -4.30 4.85
C: -2.86 -4.29 5.40
N: -3.05 -5.19 6.53
C: -4.44 -5.40 6.87
C: -5.26 -4.20 7.37
C: -2.15 -4.99 7.65
C: -2.13 -3.60 8.32
H: -1.13 -5.31 4.59
H: -1.40 -3.69 3.94
H: -0.73 -3.88 5.56
H: -3.53 -4.61 4.59
H: -3.14 -3.25 5.65
H: -4.51 -6.20 7.61
H: -4.95 -5.80 5.98
H: -5.00 -3.93 8.40
H: -6.32 -4.45 7.37
H: -5.13 -3.32 6.74
H: -1.13 -5.21 7.31
H: -2.36 -5.74 8.41
H: -2.10 -2.79 7.59
H: -1.23 -3.51 8.94
H: -2.98 -3.45 8.97

Net charge: -1
Orbital gap, eV: 6.98
Max |F|, eV/Å: 3.0
Relative energy (zero: lowest compared OMol25 entry of this formula, charge and spin), kcal per mole: 15.9

HOMO
In order: -7.8273, -4.7968
Unit: eV